No. 1
14
Properties=species:S:1:pos:R:3:forces:R:3 method="wB97M-V/def2-TZVPD" fmax_ev_per_a=1.011 total_charge=0 e_homo_ev=-9.128 orbital_gap_ha=0.368 e_above_lowest_kj_mol=296.3 spin_multiplicity=1 energy_ev=-8370.21079 e_lumo_ev=0.890
C -1.635 -0.266 -0.407 -0.06 -0.01 0.03
C -0.313 0.428 -0.078 0.13 -0.31 -0.12
O -0.528 1.577 0.734 -0.23 0.27 -0.02
C 0.585 -0.488 0.716 0.04 0.05 0.28
C 1.902 -0.564 0.787 0.46 -0.39 0.59
O 3.040 -0.779 0.941 -0.96 0.30 -0.06
H -2.326 0.430 -0.900 0.14 -0.08 0.08
H -1.482 -1.115 -1.080 0.04 0.13 0.13
H -2.111 -0.624 0.511 0.04 0.03 -0.11
H 0.160 0.731 -1.022 0.00 -0.08 0.29
H -1.240 2.092 0.333 0.09 0.00 0.08
H 0.139 -0.999 1.561 -0.12 -0.03 0.07
H 1.717 -0.576 -1.252 0.35 0.21 -0.58
H 2.178 0.010 -1.229 0.07 -0.08 -0.64

No. 2
105
Properties=species:S:1:pos:R:3:forces:R:3 method="wB97M-V/def2-TZVPD" fmax_ev_per_a=0.472 total_charge=-2 e_homo_ev="-1.455 / -1.453" orbital_gap_ha="0.162 / 0.162" e_above_lowest_kj_mol=0.0 spin_multiplicity=6 energy_ev=-162262.05322 e_lumo_ev="2.949 / 2.949"
Mn -0.440 0.160 0.371 0.30 -0.34 0.14
I -6.902 -6.617 3.367 -0.03 -0.04 0.02
C -5.661 -5.117 2.598 0.02 0.03 -0.01
C -4.406 -4.919 3.152 0.00 0.00 -0.01
C -3.591 -3.921 2.636 0.00 0.00 0.00
C -4.022 -3.124 1.582 -0.02 0.02 -0.03
C -5.284 -3.344 1.041 0.02 0.01 0.01
C -6.110 -4.340 1.543 0.00 -0.01 0.00
C -3.137 -2.049 1.047 -0.06 0.01 0.09
C -3.127 -0.854 1.743 0.08 0.00 -0.08
C -3.905 -0.539 2.904 -0.06 0.04 0.02
C -3.649 0.762 3.212 0.02 -0.08 -0.02
C -2.711 1.244 2.221 0.01 0.05 0.08
C -2.157 2.568 2.169 -0.03 -0.08 0.03
C -2.460 3.504 3.277 -0.01 0.01 0.03
C -3.767 3.874 3.608 0.01 -0.02 -0.03
C -4.037 4.756 4.642 0.00 0.02 0.03
C -2.984 5.294 5.367 0.01 -0.03 -0.05
I -3.380 6.630 6.929 -0.01 0.03 0.04
C -1.675 4.957 5.066 -0.01 0.00 0.02
C -1.427 4.064 4.034 0.01 0.00 -0.01
C -1.407 3.042 1.098 0.07 0.09 -0.07
N -1.001 2.334 0.020 -0.08 0.08 -0.18
C -0.584 3.254 -0.936 -0.03 0.05 0.14
C -0.299 3.021 -2.253 -0.04 0.11 -0.06
C -0.246 4.152 -3.212 0.01 -0.02 0.09
C -1.241 5.130 -3.229 -0.03 0.05 -0.03
C -1.213 6.180 -4.137 0.01 -0.01 0.00
C -0.182 6.248 -5.057 0.01 -0.04 0.04
I -0.130 7.819 -6.439 0.00 0.05 -0.04
C 0.813 5.279 -5.082 -0.03 0.02 0.01
C 0.770 4.240 -4.168 -0.01 0.00 -0.01
C -0.227 1.698 -2.842 -0.01 0.01 0.00
C -0.784 1.212 -4.013 -0.06 -0.02 0.03
C -0.555 -0.179 -4.051 0.06 0.03 -0.03
C 0.183 -0.513 -2.933 -0.02 -0.02 0.08
N 0.395 0.642 -2.228 0.15 -0.04 -0.03
C 0.413 -1.816 -2.272 -0.12 -0.02 0.00
C -0.788 -2.310 -1.566 0.04 -0.07 -0.08
C -1.450 -3.549 -1.764 0.04 0.06 0.05
C -2.447 -3.600 -0.814 -0.05 0.01 0.01
C -2.386 -2.376 -0.095 0.14 -0.04 0.00
N -1.364 -1.599 -0.604 -0.02 0.16 0.10
C 1.583 -2.471 -2.209 0.05 0.06 -0.03
C 1.814 -3.588 -1.236 0.03 -0.04 0.10
C 2.841 -4.570 -1.712 -0.02 0.02 -0.02
C 3.804 -4.166 -2.538 -0.02 0.04 -0.02
I 5.340 -5.478 -3.113 0.02 -0.02 0.00
C 3.815 -2.833 -3.127 0.01 -0.02 0.01
C 2.742 -2.043 -2.981 -0.05 -0.02 0.01
C -0.610 4.597 -0.335 0.07 -0.04 -0.02
C -1.089 4.471 0.906 -0.04 -0.07 0.01
N -2.390 0.261 1.374 -0.09 0.14 0.09
H -4.062 -5.533 3.973 0.00 -0.01 0.00
H -2.604 -3.757 3.051 0.01 0.00 0.01
H -5.618 -2.725 0.218 -0.01 0.00 0.00
H -7.091 -4.504 1.117 0.00 0.00 0.00
H -4.573 -1.214 3.417 -0.01 -0.01 0.01
H -4.048 1.321 4.042 -0.03 0.02 0.01
H -4.587 3.472 3.027 -0.01 -0.01 -0.01
H -5.058 5.030 4.871 0.00 0.00 0.01
H -0.854 5.373 5.635 0.00 0.00 0.00
H -0.405 3.788 3.801 0.00 0.00 -0.01
H -2.061 5.057 -2.526 -0.01 -0.01 -0.01
H -1.998 6.925 -4.131 0.00 0.01 -0.01
H 1.616 5.333 -5.804 0.00 0.01 -0.01
H 1.537 3.478 -4.187 -0.04 0.08 -0.01
H -1.345 1.801 -4.722 0.00 0.01 0.00
H -0.927 -0.884 -4.777 0.01 0.00 -0.01
H -1.186 -4.292 -2.500 0.00 -0.02 -0.01
H -3.147 -4.402 -0.639 0.00 -0.01 0.00
H 0.884 -4.091 -0.974 0.01 0.00 -0.01
H 2.837 -5.577 -1.315 0.00 0.00 0.02
H 4.666 -2.520 -3.717 0.00 0.00 0.00
H 2.697 -1.090 -3.486 0.00 0.04 -0.02
H -0.287 5.504 -0.820 0.01 -0.01 0.00
H -1.261 5.259 1.621 -0.01 -0.01 0.02
N 2.571 -4.047 1.124 0.05 0.00 0.09
C 2.359 -2.965 0.132 0.00 -0.02 -0.18
N 1.485 -2.012 0.774 -0.01 -0.04 -0.06
C 1.221 -2.594 1.939 -0.04 0.10 0.10
N 1.727 -3.763 2.247 0.02 -0.04 0.02
C 0.501 -1.873 3.012 0.03 -0.09 -0.01
C 0.382 -2.457 4.284 0.02 -0.01 -0.05
N -0.093 -1.807 5.330 -0.03 0.02 0.04
C -0.442 -0.533 5.115 0.01 0.00 -0.01
C -0.369 0.040 3.865 -0.06 -0.08 -0.01
N 0.073 -0.634 2.798 0.00 0.03 -0.14
H 2.313 -4.961 0.774 -0.04 0.00 -0.02
H 3.323 -2.511 -0.146 -0.01 0.03 0.05
H 0.717 -3.478 4.411 -0.01 0.00 0.01
H -0.797 0.041 5.963 -0.02 -0.01 0.01
H -0.675 1.063 3.706 -0.06 0.08 -0.03
Cl 2.698 1.379 -3.867 0.07 -0.20 0.02
C 3.155 1.646 -2.188 0.02 0.02 -0.05
C 4.417 2.206 -2.050 0.00 0.01 0.00
C 4.953 2.495 -0.812 -0.01 -0.01 -0.01
C 4.167 2.233 0.303 -0.01 0.00 -0.01
C 2.914 1.690 0.162 0.04 0.02 0.02
Cl 1.992 1.502 1.630 -0.04 -0.06 -0.08
C 2.321 1.311 -1.084 -0.07 0.02 0.17
N 1.108 0.722 -1.030 -0.06 0.04 -0.23
H 4.977 2.404 -2.954 0.01 0.00 0.00
H 5.941 2.923 -0.717 0.01 0.00 0.00
H 4.514 2.466 1.301 0.01 0.01 0.00

No. 3
89
Properties=species:S:1:pos:R:3:forces:R:3 method="wB97M-V/def2-TZVPD" fmax_ev_per_a=1.183 total_charge=+2 e_homo_ev=-12.994 orbital_gap_ha=0.260 e_above_lowest_kj_mol=0.0 spin_multiplicity=1 energy_ev=-60370.40164 e_lumo_ev=-5.909
Tl 0.329 -0.578 -0.645 -0.13 0.26 0.53
C -3.182 0.421 -3.646 0.04 0.02 0.07
C -2.128 0.353 -2.577 -0.17 0.05 -0.06
N -1.443 -0.687 -2.312 0.27 -0.07 -0.24
C -1.683 -2.013 -2.857 0.10 0.07 0.10
C -1.635 -3.047 -1.694 0.01 0.12 0.05
N -1.546 -2.353 -0.399 0.22 -0.21 -0.16
C -1.527 -3.202 0.805 -0.02 -0.04 -0.08
C -0.180 -3.125 1.510 0.06 0.12 -0.01
N 0.200 -1.732 1.680 0.09 -0.24 -0.03
C 1.595 -1.480 2.022 -0.09 0.10 -0.07
C 1.943 0.017 1.864 0.11 0.19 -0.09
N 1.224 0.739 0.810 -0.20 -0.12 -0.09
C 0.282 1.785 1.294 0.16 0.15 0.18
C 1.148 2.997 1.724 -0.05 -0.06 -0.02
C -0.698 2.219 0.213 0.06 0.08 0.08
C -1.341 3.467 0.182 0.09 0.04 0.01
C -2.206 3.740 -0.852 -0.06 -0.01 -0.06
C -2.477 2.773 -1.829 -0.09 0.22 -0.05
C -1.864 1.552 -1.703 0.01 -0.18 -0.12
N -1.004 1.329 -0.705 -0.02 -0.14 -0.08
H -3.785 -0.485 -3.671 0.01 0.02 0.01
H -2.695 0.513 -4.622 -0.02 0.01 0.04
H -3.853 1.264 -3.519 0.03 -0.02 0.02
H -0.903 -2.240 -3.586 0.01 0.03 -0.01
H -2.635 -2.085 -3.376 -0.06 0.02 -0.02
H -0.763 -3.693 -1.796 -0.01 -0.01 0.02
H -2.515 -3.688 -1.746 -0.07 -0.05 0.02
H -2.307 -1.689 -0.333 -0.06 0.02 0.03
H -1.750 -4.242 0.559 -0.06 -0.01 -0.03
H -2.307 -2.862 1.487 -0.04 0.01 0.00
H 0.587 -3.602 0.894 -0.01 -0.03 0.13
H -0.224 -3.681 2.450 -0.01 -0.03 0.02
H -0.412 -1.259 2.340 0.06 0.00 0.07
H 2.204 -2.073 1.330 -0.01 -0.04 0.01
H 1.849 -1.798 3.035 0.03 -0.05 0.04
H 3.015 0.056 1.656 0.04 0.07 0.00
H 1.790 0.497 2.827 0.02 0.03 -0.04
H 1.718 3.360 0.865 -0.02 0.01 0.05
H 1.854 2.675 2.490 0.00 0.05 -0.03
H 0.565 3.820 2.146 0.03 -0.10 -0.03
H -1.166 4.201 0.953 0.03 -0.02 -0.03
H -2.694 4.706 -0.907 0.02 -0.03 0.00
H -3.151 2.999 -2.643 0.01 -0.02 0.04
O 6.247 -0.225 -6.002 -0.40 -0.20 -0.15
N 5.200 0.343 -5.793 0.59 0.77 0.68
O 4.848 1.388 -6.305 -0.10 -0.46 -0.29
C 4.333 -0.200 -4.711 -0.09 0.08 -0.33
C 4.457 -1.507 -4.456 0.00 -0.26 0.03
C 3.622 -2.139 -3.478 0.12 -0.09 -0.05
C 3.740 -3.507 -3.185 0.13 -0.01 -0.13
C 2.919 -4.069 -2.244 -0.05 -0.08 0.06
C 1.987 -3.250 -1.611 -0.01 0.07 -0.01
N 1.857 -1.955 -1.869 -0.16 -0.17 0.02
C 2.666 -1.386 -2.795 -0.08 -0.02 0.07
C 2.560 0.034 -3.066 -0.12 -0.10 0.15
N 1.652 0.718 -2.351 -0.16 0.16 -0.07
C 1.565 2.024 -2.501 0.05 -0.07 -0.03
C 2.380 2.728 -3.389 -0.05 0.07 0.05
C 3.290 2.043 -4.148 0.05 0.05 -0.04
C 3.398 0.644 -4.007 0.12 0.14 -0.14
H 5.188 -2.089 -5.000 0.02 -0.03 -0.01
H 4.482 -4.102 -3.706 -0.03 0.02 0.02
H 2.983 -5.117 -1.987 -0.01 0.05 0.00
H 1.322 -3.667 -0.864 0.06 0.05 -0.08
H 0.837 2.546 -1.892 0.02 -0.03 -0.01
H 2.289 3.804 -3.470 0.00 -0.05 0.00
H 3.921 2.567 -4.847 -0.03 -0.01 0.05
C -1.421 -0.524 5.357 0.02 -0.06 0.06
C -1.294 0.813 4.660 0.00 0.06 -0.13
C -0.835 1.880 5.637 0.08 0.07 0.00
O -0.238 0.700 3.643 -0.24 -0.07 -0.03
B -0.645 1.412 2.549 -0.23 -0.05 0.05
O -1.951 1.812 2.608 0.16 -0.04 0.16
C -2.547 1.236 3.817 0.13 0.02 -0.07
C -3.394 0.064 3.353 -0.02 -0.08 -0.04
C -3.416 2.288 4.470 -0.09 0.04 0.05
H -0.499 -0.737 5.900 -0.04 -0.01 -0.01
H -1.602 -1.338 4.652 -0.01 0.03 0.05
H -2.241 -0.502 6.079 0.06 -0.02 -0.05
H 0.114 1.571 6.075 -0.02 0.02 0.00
H -1.557 2.018 6.442 0.04 0.00 -0.04
H -0.682 2.839 5.136 -0.02 -0.04 0.04
H -2.783 -0.687 2.839 -0.04 0.02 0.02
H -4.149 0.429 2.655 0.02 -0.02 0.02
H -3.901 -0.418 4.191 0.03 0.03 -0.07
H -2.864 3.210 4.648 -0.03 -0.04 0.00
H -3.804 1.924 5.424 0.00 0.03 -0.06
H -4.265 2.514 3.823 0.04 0.00 0.04

No. 4
86
Properties=species:S:1:pos:R:3:forces:R:3 method="wB97M-V/def2-TZVPD" fmax_ev_per_a=4.507 total_charge=+1 e_homo_ev=-11.177 orbital_gap_ha=0.318 spin_multiplicity=1 energy_ev=-77393.49067 e_lumo_ev=-2.514
C 0.494 -3.852 -0.196 0.22 0.13 0.10
C 1.269 -2.528 -0.379 0.01 0.04 -0.22
C 2.740 -2.674 0.002 -0.30 -0.62 0.81
N 3.551 -1.431 -0.321 0.06 0.03 -0.28
C 3.016 -0.445 -1.354 0.52 -0.15 -0.17
P 2.994 1.351 -0.860 0.36 0.65 -0.41
O 4.537 1.638 -0.438 0.37 -0.72 0.28
I 1.839 1.037 1.288 -0.06 -0.06 0.55
C 1.591 -0.733 -1.837 -0.60 -0.07 -0.68
O 1.215 -2.096 -1.745 0.21 0.19 0.33
H -0.280 -3.721 0.582 0.35 -0.28 -0.54
H 1.164 -4.672 0.149 -0.44 0.50 -0.28
H 0.027 -4.147 -1.160 0.27 0.24 0.67
H 0.825 -1.722 0.246 0.15 -0.43 -0.24
H 2.807 -2.838 1.101 0.11 0.15 -0.68
H 3.212 -3.552 -0.484 -0.31 0.70 0.02
H 3.739 -0.958 0.573 -0.19 -0.06 -0.25
H 4.474 -1.791 -0.638 -0.11 0.01 0.46
H 3.742 -0.469 -2.194 -0.46 -0.17 0.38
H 5.070 0.918 -0.051 -0.16 0.46 -0.07
H 0.880 -0.073 -1.294 0.25 -0.63 -0.27
H 1.528 -0.429 -2.903 -0.03 -0.25 0.75
C 6.124 -3.943 0.211 0.19 -0.11 0.19
O 5.763 -2.763 0.140 -0.16 0.31 -0.22
N 6.380 -4.678 -0.894 -0.09 -0.09 -0.24
N 6.283 -4.550 1.403 -0.03 -0.03 0.17
H 6.683 -5.635 -0.857 0.01 0.05 0.00
H 6.290 -4.233 -1.790 0.07 -0.04 0.08
H 6.103 -4.013 2.235 -0.05 -0.08 -0.03
H 6.587 -5.503 1.497 0.01 0.06 0.00
C -0.146 2.768 -2.337 -0.13 -0.16 0.51
O 0.626 1.803 -2.420 -0.35 0.09 -0.39
N -0.792 3.342 -3.373 -0.11 0.08 0.18
N -0.417 3.340 -1.124 0.12 -1.64 -1.63
H -1.390 4.146 -3.176 0.19 -0.20 -0.35
H -0.665 2.972 -4.298 0.06 0.08 0.06
H 0.003 2.937 -0.301 -0.60 -0.56 -0.46
H -1.018 4.142 -1.022 -0.39 0.04 -0.15
C -2.718 6.525 -1.697 0.35 0.34 0.77
O -2.159 5.571 -2.258 -0.23 0.04 -0.20
N -3.652 7.268 -2.340 -0.39 0.01 -0.46
N -2.452 6.871 -0.415 -2.34 3.48 -1.66
H -4.134 8.037 -1.911 0.09 -0.03 -0.01
H -3.859 7.038 -3.297 0.00 0.03 0.08
H -1.754 6.353 0.086 -0.51 0.69 -0.11
H -2.909 7.635 0.049 -0.28 0.26 -0.49
C -6.037 3.639 -1.144 0.24 0.09 -0.17
O -6.999 3.073 -0.673 -0.21 -0.14 0.12
N -5.379 3.178 -2.257 0.02 -0.13 -0.09
N -5.515 4.787 -0.615 -0.03 0.09 0.13
H -4.580 3.639 -2.656 -0.02 0.00 0.05
H -5.741 2.346 -2.690 0.02 0.13 0.06
H -5.955 5.163 0.205 0.03 -0.08 -0.10
H -4.719 5.251 -1.010 0.01 0.02 0.04
C -2.558 -5.205 2.191 -0.16 -0.05 0.11
O -1.344 -5.345 2.068 0.48 0.13 0.07
N -3.266 -5.904 3.116 -0.04 -0.12 0.17
N -3.269 -4.346 1.425 0.00 0.23 -0.02
H -4.258 -5.809 3.237 0.04 -0.02 -0.03
H -2.761 -6.549 3.698 -0.05 0.05 -0.06
H -2.785 -3.820 0.721 -0.18 -0.11 -0.18
H -4.259 -4.201 1.515 0.03 0.01 -0.07
C -3.115 -1.234 -0.741 0.08 0.02 0.16
O -4.050 -2.000 -0.592 -0.02 -0.19 0.06
N -3.014 -0.382 -1.792 -0.03 0.11 -0.28
N -2.081 -1.186 0.164 0.13 -0.15 0.08
H -2.253 0.264 -1.916 -0.05 -0.02 0.04
H -3.768 -0.388 -2.459 0.12 0.00 0.12
H -2.149 -1.791 0.965 -0.01 0.23 -0.03
H -1.282 -0.586 0.068 -0.06 0.07 -0.01
C 2.410 -4.362 3.712 -0.30 -0.33 -0.12
O 3.444 -4.004 4.244 0.28 0.17 -0.05
N 2.281 -5.564 3.071 0.17 -0.04 -0.22
N 1.275 -3.605 3.685 -0.26 0.39 -0.22
H 1.417 -5.873 2.658 -0.04 -0.01 0.11
H 3.076 -6.178 3.081 -0.11 0.02 0.06
H 1.281 -2.716 4.152 0.06 -0.14 0.06
H 0.427 -3.922 3.241 -0.02 -0.10 0.10
C -0.356 5.178 0.972 2.30 -0.61 1.34
O -1.344 5.174 0.258 1.23 -3.38 1.96
N 0.818 4.648 0.548 0.70 0.79 0.91
N -0.360 5.692 2.230 -0.41 0.11 -0.21
H 1.653 4.626 1.104 -0.05 0.22 0.16
H 0.839 4.283 -0.392 0.37 0.52 0.00
H -1.222 6.086 2.564 0.04 -0.07 0.12
H 0.447 5.704 2.826 0.02 0.04 -0.07